Density functional theory data (ωB97M-V with the def2-TZVPD basis set) for a cluster of 2 separate species, C7H8ClN3S in total at a distorted geometry.

Structure (XYZ):
```
20
Properties=species:S:1:pos:R:3:lowdin_spin:R:1
C 2.0512 3.0176 -0.2694 0.014
C 1.1934 2.4248 0.5675 0.006
C 2.4280 1.0170 -0.6073 0.038
C 1.0673 -1.2782 0.2196 0.139
C 0.8781 -0.1036 0.8359 0.533
C 3.0435 -0.2925 -0.7926 0.010
C -2.4893 -0.7873 2.0310 0.108
N 2.7795 2.1951 -1.0166 0.011
N 1.4064 1.0557 0.4018 0.093
N 2.2243 -1.4485 -0.5632 0.124
S -2.4601 0.3472 0.6541 0.861
Cl 3.2821 -2.7833 -0.1133 -0.003
H 2.1498 4.1183 -0.5858 0.001
H 0.6869 2.8738 1.3551 0.000
H 0.4847 -2.2279 0.3520 0.010
H 3.3745 -0.3120 -1.7998 0.007
H 4.0173 -0.3347 -0.1019 0.006
H -3.4291 -0.6323 2.5464 0.030
H -1.7528 -0.5697 2.7249 0.002
H -2.4667 -1.7603 1.7305 0.009
```

As for the total charge: 0. The spin multiplicity is 3. For the HOMO energy (spin up / spin down), the calculation gives -0.2988 / -0.3079 hartree. Its molar mass is 201.68 Da. The HOMO-LUMO gap (spin up / spin down) is 7.95 / 6.24 eV.

Density functional theory data (ωB97M-V with the def2-TZVPD basis set) for a cluster of 2 separate species, C7H8ClOP in total at a distorted geometry.

Structure (XYZ):
```
18
Properties=species:S:1:pos:R:3:nbo_charge:R:1
C -0.3661 -1.9295 -0.9792 -0.454
C -0.2796 -0.7547 -0.3309 0.009
C -0.8925 0.4098 -0.8625 -0.220
C -0.8691 1.6334 -0.2653 -0.159
C -0.0863 1.7986 0.9299 -0.267
C 0.5048 0.7321 1.5083 -0.099
C 0.4258 -0.6430 1.0557 -0.481
H -0.7143 -1.9480 -2.0400 0.202
H -0.2539 -2.9149 -0.5522 0.216
H -1.3930 0.2359 -1.8512 0.217
H -1.3958 2.4433 -0.6280 0.211
H 0.2889 2.7633 1.1119 0.215
H 1.3756 0.9103 2.2551 0.208
H -0.2834 -1.2008 1.7889 0.239
H 1.3150 -1.0117 1.0594 0.235
O 2.7632 -0.4442 -1.1619 -1.025
P 2.0726 -1.0892 -2.2963 1.314
Cl 1.0629 0.3645 -3.3180 -0.360
```

As for the total charge: 0. The spin multiplicity is 1. For the HOMO energy, the calculation gives -0.2941 hartree. Its molar mass is 174.57 Da. The HOMO-LUMO gap is 7.32 eV. The structure (SMILES) is C=C1C=CC=CC1.O=PCl.

Density functional theory data (ωB97M-V with the def2-TZVPD basis set) for the ion C7H8IO2 with charge -1 at a distorted geometry.

Structure (XYZ):
```
18
Properties=species:S:1:pos:R:3:nbo_charge:R:1
C 0.6474 -1.9643 0.3342 -0.654
C -0.6375 -2.1057 0.3690 0.768
C 1.2298 -0.9846 -0.5532 0.570
C 0.2003 -0.3283 -1.4592 -0.475
C -0.2474 0.9977 -0.9913 -0.507
C -0.9197 0.9565 0.3786 -0.332
C -0.0624 1.1873 1.4995 -0.714
O -1.7632 -2.4465 0.4740 -0.460
O 2.3953 -0.6221 -0.4918 -0.599
I -2.5027 2.5586 0.3696 -0.220
H 1.3095 -2.5475 1.1501 0.269
H 0.6928 -0.2866 -2.5006 0.215
H -0.6823 -0.9933 -1.4257 0.195
H 0.8291 1.4206 -0.9585 0.157
H -0.9466 1.5076 -1.6664 0.229
H 0.6199 2.0451 1.3990 0.140
H 0.4076 0.2477 1.6774 0.212
H -0.5698 1.3577 2.3954 0.205
```

As for the total charge: -1. The spin multiplicity is 1. For the HOMO energy (spin up / spin down), the calculation gives -0.0836 / -0.0837 hartree. Its molar mass is 251.04 Da. The HOMO-LUMO gap (spin up / spin down) is 5.48 / 5.48 eV.

Density functional theory data (ωB97M-V with the def2-TZVPD basis set) for an isolated molecule of C7H8N2O at a distorted geometry.

Structure (XYZ):
```
18
Properties=species:S:1:pos:R:3:nbo_charge:R:1
C 0.9115 -0.2579 -2.5905 -0.295
C 1.1711 0.8599 -0.3402 -0.125
C 0.0995 -1.2386 -3.0248 -0.018
C 0.4295 0.9319 0.9024 -0.096
C 0.7649 -0.0682 -1.2352 -0.185
C 0.0271 -1.2415 -0.7052 0.136
C -0.9228 0.7075 3.2795 -0.296
N -0.4463 -1.7966 -1.8480 -0.602
N -0.7308 0.2926 0.9108 0.001
O -1.4306 0.2017 2.0554 -0.350
H 1.4983 0.3497 -3.1773 0.213
H 1.8541 1.6543 -0.5929 0.208
H -0.2278 -1.6210 -4.0097 0.218
H 0.8145 1.5149 1.6719 0.190
H -1.8195 0.6687 4.0258 0.206
H -0.5753 1.7131 2.9602 0.195
H -0.3637 -0.0794 3.6582 0.201
H -1.0538 -2.5913 -1.9406 0.401
```

As for the total charge: 0. The spin multiplicity is 1. For the HOMO energy (spin up / spin down), the calculation gives -0.2790 / -0.2789 hartree. Its molar mass is 136.15 Da. The HOMO-LUMO gap (spin up / spin down) is 7.43 / 7.42 eV.

Density functional theory data (ωB97M-V with the def2-TZVPD basis set) for an isolated molecule of C7H8N2O at a distorted geometry.

Structure (XYZ):
```
18
Properties=species:S:1:pos:R:3:nbo_charge:R:1
C -2.7020 0.8476 -0.3298 -0.250
O -2.0972 0.1204 0.7329 -0.344
N -0.9064 -0.4629 0.3751 -0.084
C -0.6674 -1.7930 0.1247 -0.067
C 0.6507 -2.0322 -0.1201 -0.292
C 1.3405 -0.7892 -0.0269 -0.156
C 2.5831 -0.1086 -0.1143 -0.285
C 2.3301 1.2103 0.1462 -0.072
N 0.9851 1.4052 0.3848 -0.534
C 0.4103 0.1892 0.2869 0.243
H -3.6586 1.1822 0.0646 0.199
H -2.8568 0.2142 -1.2072 0.184
H -2.0926 1.7117 -0.6133 0.170
H -1.4880 -2.4850 0.1561 0.217
H 1.0787 -2.9875 -0.3488 0.222
H 3.5366 -0.5387 -0.3462 0.223
H 3.0019 2.0455 0.1825 0.208
H 0.5519 2.2708 0.6529 0.418
```

As for the total charge: 0. The spin multiplicity is 1. For the HOMO energy, the calculation gives -0.2797 hartree. Its molar mass is 136.15 Da. The HOMO-LUMO gap is 8.43 eV. The structure (SMILES) is COn1ccc2cc[nH]c21.

Density functional theory data (ωB97M-V with the def2-TZVPD basis set) for an isolated molecule of C7H8N2O at a distorted geometry.

Structure (XYZ):
```
18
Properties=species:S:1:pos:R:3:nbo_charge:R:1
C -2.1756 1.2431 0.6642 -0.689
C -2.2574 -0.0646 0.0096 0.697
O -3.2986 -0.5691 -0.3164 -0.546
N -1.0446 -0.8718 -0.2952 -0.640
C 0.2700 -0.4102 -0.1815 0.343
C 0.7074 0.9046 -0.4317 -0.277
C 2.0768 1.2995 -0.3569 -0.167
C 2.9044 0.2971 0.1549 -0.261
C 2.4259 -0.9763 0.3595 0.036
N 1.1554 -1.2829 0.2164 -0.447
H -3.0962 1.4661 1.4503 0.245
H -1.4375 1.3687 1.2467 0.216
H -2.0899 1.9607 -0.0834 0.238
H -0.9648 -1.8242 -0.3116 0.416
H 0.0030 1.8540 -0.7565 0.212
H 2.4874 2.2070 -0.5975 0.219
H 4.1057 0.5773 0.0752 0.216
H 2.8975 -1.7330 0.7502 0.190
```

As for the total charge: 0. The spin multiplicity is 1. For the HOMO energy, the calculation gives -0.3269 hartree. Its molar mass is 136.15 Da. The HOMO-LUMO gap is 9.68 eV. The structure (SMILES) is CC(=O)Nc1ccccn1.

The evaluated ΔE to the lowest compared entry with this formula, charge and spin for the records listed, in turn: 4.7 25.3 82.1 151.7 70.7 50.1 kcal per mole.